Record 1
# C39H94N2O9

A structure of composition C39H94N2O9 (wB97M-V/def2-TZVPD, the Open Molecules 2025 dataset).

Computed properties:
LUMO level (eV): 0.21
HOMO (eV): -7.58

Structure (XYZ):
```
144
Properties=species:S:1:pos:R:3:forces:R:3
C -4.47137 -3.11853 2.70288 -0.460 -0.028 -0.386
C -4.46386 -2.89618 1.13428 -0.601 -0.625 0.165
C -5.38394 -1.68341 0.76155 0.575 1.153 1.047
C -4.67083 -0.33098 0.80442 0.291 -0.452 1.064
C -3.35031 -0.44988 0.12421 -2.023 -1.072 0.362
C -2.36788 -1.47375 0.72725 -0.947 1.182 -0.557
N -3.09278 -2.72228 0.55690 -1.914 0.609 -0.862
O -2.28114 -3.81285 0.78508 0.560 -1.062 0.739
C -1.16873 -1.40077 -0.19767 -4.747 -3.684 1.835
C -1.87477 -1.18230 2.14324 -3.854 -2.000 0.428
C -5.21176 -4.13581 0.46984 1.821 0.550 0.386
H -5.37524 -3.66853 2.96482 -0.240 0.158 -0.040
H -4.49783 -2.18639 3.26726 -0.009 0.112 -0.135
H -3.68389 -3.72850 3.14550 0.416 0.067 -0.598
H -5.84981 -1.75321 -0.22140 0.019 -0.493 0.070
H -6.13050 -1.55836 1.54584 -0.550 -0.760 -0.238
H -4.50096 0.00964 1.82580 -0.061 -0.436 0.581
H -5.25197 0.51813 0.44468 -0.343 -0.231 -0.667
H -2.98649 0.57743 0.10530 -2.351 -4.139 -0.215
H -3.54435 -0.76118 -0.90220 -0.704 -0.523 1.766
H -0.64334 -0.44973 -0.11055 -5.638 -1.829 1.769
H -0.41982 -2.16909 -0.00559 -0.631 -0.396 0.465
H -1.49851 -1.53795 -1.22749 -0.148 -0.338 0.924
H -2.69588 -1.31164 2.84834 0.021 -0.483 0.129
H -1.13885 -1.98102 2.23568 0.364 0.338 0.956
H -1.52320 -0.16630 2.32277 -4.027 -2.279 0.158
H -5.37929 -3.95674 -0.59221 -0.232 0.167 0.079
H -6.12915 -4.36284 1.01294 0.022 0.126 -0.193
H -4.53162 -4.98634 0.51591 -0.163 -0.223 0.205
H -1.90912 -3.98297 -0.08341 0.082 -0.304 -0.042
C 0.00691 0.10243 -1.36039 0.532 -0.334 -4.237
C -0.97108 0.24949 -2.50969 -0.989 1.709 -1.375
C -0.74789 1.69668 -3.04307 -2.208 -4.354 -4.993
C -1.22924 1.98079 -4.57141 1.042 -0.896 1.845
C -0.62759 0.90373 -5.43144 0.320 -0.578 -0.277
C -0.94362 -0.57851 -4.99076 0.818 1.389 -1.236
N -0.59364 -0.69972 -3.54548 -12.631 1.058 -3.792
O -0.55716 -2.02686 -3.13220 -3.201 -1.520 0.000
C -2.43195 -0.84786 -5.36191 1.275 -1.357 1.427
C 0.01227 -1.55210 -5.81807 -0.122 0.258 1.174
C -2.49353 0.19499 -2.13074 1.180 0.531 -2.757
H 0.13885 -0.94489 -1.08866 0.857 1.289 -3.813
H -0.44675 0.59876 -0.50251 -0.022 -0.346 -2.645
H 1.04182 0.40932 -1.51167 -0.875 0.583 -1.031
H -1.44382 2.25699 -2.41871 -3.963 -6.240 -2.997
H 0.28339 2.00570 -2.87258 -0.368 -0.293 -0.646
H -0.78747 2.92877 -4.87845 -0.271 0.160 0.057
H -2.30738 2.00757 -4.72953 -0.084 0.153 0.540
H 0.43832 1.12660 -5.47899 0.228 -0.569 0.016
H -1.02346 1.03731 -6.43820 0.101 -0.263 -0.237
H -2.54359 -1.80242 -4.84766 -0.801 -0.462 -0.279
H -3.17151 -0.18720 -4.90944 0.192 0.283 -0.478
H -2.51671 -1.04641 -6.43031 -0.232 0.357 0.120
H -0.17283 -2.62117 -5.71358 -0.984 0.025 -0.186
H 0.05893 -1.27259 -6.87060 -0.122 0.052 0.117
H 1.00669 -1.55059 -5.37170 0.138 0.853 -0.232
H -3.16721 0.62925 -2.86944 0.479 0.472 -0.713
H -2.76205 0.73700 -1.22398 0.844 -0.363 -1.737
H -2.82196 -0.84411 -2.15340 0.196 0.372 0.037
H -1.49118 -2.22787 -3.03831 -0.365 -0.847 0.149
C 1.70940 -1.65957 1.48294 -2.536 0.282 1.333
C 0.97351 -0.45072 0.82365 0.621 0.958 2.771
C 0.09576 0.43940 1.84135 6.379 -2.360 0.454
O 2.00496 0.41508 0.36476 -1.262 -0.927 -2.394
H 2.33034 -2.22865 0.79109 -0.786 0.461 0.295
H 1.09337 -2.33446 2.07720 -1.020 -0.085 -0.588
H 2.36505 -1.36831 2.30355 -0.928 0.462 -0.376
H 0.31850 -0.73297 -0.00060 5.066 -0.414 3.760
H -0.34146 1.32462 1.37947 2.962 -3.170 3.480
H 0.76631 0.74964 2.64274 0.648 -0.507 -1.010
H -0.56695 -0.28895 2.30872 4.056 1.475 -0.196
H 1.64835 1.16597 -0.11544 0.124 -0.613 0.769
C 3.55014 -4.03929 1.78111 -0.867 0.018 1.675
C 4.16223 -2.64909 1.92117 1.487 -1.121 -2.718
C 5.61947 -2.65681 2.27885 -0.190 -0.231 1.490
O 4.05352 -2.17093 0.59971 2.627 -7.439 -2.828
H 4.00916 -4.71960 1.06376 0.359 0.501 -0.050
H 2.50489 -3.89518 1.50764 0.111 -0.434 -0.114
H 3.53075 -4.52899 2.75471 0.046 -0.329 0.168
H 3.67207 -1.91837 2.56452 0.341 -1.086 0.579
H 5.63163 -2.96911 3.32308 0.521 -0.402 0.328
H 5.90583 -1.60639 2.33091 0.195 -2.382 -0.358
H 6.26278 -3.30267 1.68126 -0.176 0.165 -0.138
H 3.89073 -1.22525 0.57161 0.476 -0.107 -0.861
C -0.48742 3.46388 -1.49939 1.185 4.915 2.176
C 0.75777 2.92261 -0.80412 -2.301 0.611 -0.298
C 1.33168 3.92717 0.13676 1.483 0.171 -1.952
O 0.42360 1.74868 -0.03329 -0.137 7.888 -1.147
H -0.15646 4.35549 -2.03192 0.269 0.262 -0.464
H -1.14945 3.91441 -0.75990 -0.085 -0.302 -0.531
H -0.95407 2.80845 -2.23475 4.033 7.215 3.968
H 1.44720 2.61330 -1.58969 0.472 -0.239 0.306
H 1.85250 3.36454 0.91155 -0.908 0.870 -2.477
H 0.57389 4.58379 0.56422 1.199 0.118 -0.411
H 2.08049 4.50305 -0.40705 0.027 0.418 0.070
H -0.31227 1.94296 0.55180 0.697 2.304 -2.094
C -2.16890 1.56780 1.20147 -2.590 3.120 2.576
C -2.18631 3.11263 1.44298 -0.022 -3.090 0.455
C -2.31016 3.49924 2.88863 -2.973 0.797 0.594
O -0.89721 3.48697 1.06458 -1.065 1.414 0.931
H -2.27769 1.26638 0.15965 2.638 2.838 0.986
H -3.02743 1.17456 1.74592 -0.369 0.429 -0.350
H -1.35650 1.05886 1.72020 -2.909 1.428 -0.701
H -2.99122 3.42057 0.77561 0.067 1.005 0.047
H -2.22318 4.58432 2.94468 -0.248 0.362 0.094
H -1.52237 3.13899 3.55023 -3.011 0.443 -0.644
H -3.27312 3.20377 3.30522 -0.306 0.201 -0.079
H -0.84383 4.43873 1.17809 0.097 0.222 0.115
C 3.41827 -1.98539 -3.27972 -0.090 -0.008 -0.531
C 1.93944 -1.92148 -2.88151 0.640 0.089 -2.103
C 1.67997 -2.30743 -1.47120 -0.108 -0.957 0.293
O 1.33199 -0.70229 -3.25403 11.525 0.871 1.668
H 3.90496 -2.92126 -3.00515 -0.070 0.042 0.485
H 4.00640 -1.13295 -2.93980 -0.077 -0.031 0.399
H 3.50653 -1.97711 -4.36611 -0.194 0.225 -0.218
H 1.35923 -2.48426 -3.61277 0.937 -1.944 0.504
H 2.01993 -3.31990 -1.25346 0.801 0.105 0.058
H 0.61452 -2.43878 -1.28237 0.490 0.083 -0.299
H 2.11214 -1.57203 -0.79258 0.070 -0.475 -0.514
H 0.38100 -0.83331 -3.26197 4.382 1.132 -0.087
C 3.67882 1.96149 1.82065 5.171 -2.936 -2.762
C 4.55595 0.70824 1.35655 -0.837 1.302 2.184
C 5.52636 0.31140 2.49288 0.411 1.529 -0.304
O 3.64626 -0.34319 1.23722 4.696 5.579 4.835
H 3.06231 2.39453 1.03295 0.556 -1.354 -0.195
H 4.35582 2.81389 1.87715 0.890 -0.410 0.458
H 3.14346 1.84727 2.76323 1.275 -2.197 -0.762
H 5.11321 0.90605 0.44089 -0.111 0.026 -0.254
H 6.16027 1.12898 2.83616 -0.045 0.424 -0.175
H 6.21730 -0.47149 2.18020 -0.068 1.601 -0.068
H 4.96819 -0.00718 3.37326 -0.104 -0.248 -0.097
H 2.75505 0.01340 1.25131 0.643 1.064 0.113
C 0.02085 2.63282 3.74476 3.819 -0.457 0.831
C 1.39502 3.36848 3.92149 -0.574 -1.520 -1.303
C 2.18474 3.36948 2.62892 -2.831 2.299 1.714
O 1.17317 4.70082 4.22268 -0.460 1.200 0.926
H -0.51452 3.01802 2.87694 2.610 -0.649 0.535
H -0.54627 2.67716 4.67455 -0.049 0.310 0.206
H 0.21543 1.57250 3.58366 -0.362 0.859 0.796
H 2.00893 2.84682 4.65571 -0.108 0.044 0.664
H 1.85272 2.56551 1.97202 -0.767 -0.013 1.841
H 3.26004 3.25700 2.76742 -1.738 2.548 0.860
H 1.85971 4.17616 1.97186 0.668 1.046 2.324
H 0.40457 4.69674 4.79788 0.022 0.474 0.321
```
Forces are in eV/Å.



Record 2
# C16H18IrNO9Si

A structure of composition C16H18IrNO9Si (wB97M-V/def2-TZVPD, the Open Molecules 2025 dataset).

Computed properties:
LUMO level (spin up / spin down) (eV): -5.40 / -5.40
HOMO (spin up / spin down) (eV): -11.75 / -11.75
Expectation value of S²: 0.754
Net charge: +1
2S+1: 2

Structure (XYZ):
```
46
Properties=species:S:1:pos:R:3:forces:R:3
Ir 0.93925 0.02464 0.10572 0.265 0.478 0.152
O -0.42552 -2.64476 -3.14455 0.052 -0.031 -0.021
C -0.42479 -1.57691 -2.38305 -0.115 0.002 -0.029
O 0.55502 -1.20046 -1.76703 0.147 0.007 0.058
C -1.77487 -0.90337 -2.37744 -0.045 0.016 -0.030
O -1.59343 0.42058 -1.92945 -0.078 -0.085 0.145
C -2.44100 0.91853 -1.03904 -0.202 0.060 0.101
C -2.03759 0.02796 0.95600 0.124 -0.400 0.925
O -2.96017 0.21701 1.65198 0.428 0.262 -0.995
O -0.97481 -0.54650 0.78892 -0.501 0.176 -0.348
H 0.43677 -3.09162 -3.10295 -0.019 0.002 0.004
H -2.44660 -1.47989 -1.73382 0.007 0.018 0.008
H -2.17800 -0.90227 -3.39150 0.010 -0.015 0.017
H -3.45517 0.52786 -1.01396 0.014 -0.057 0.002
H -2.26458 1.97091 -0.84766 0.059 -0.115 0.136
O 1.39895 3.48797 -1.78913 -0.039 -0.048 0.097
C 1.41642 2.47110 -1.15645 0.002 -0.145 -0.141
O 0.37188 1.75389 -0.78158 0.121 0.086 0.044
C 2.69513 1.84635 -0.59961 -0.152 0.022 0.050
C 3.54777 2.57793 0.22709 -0.006 -0.027 0.018
C 4.47250 1.92195 1.01045 -0.039 0.026 -0.018
C 4.45125 0.51369 1.14539 -0.074 -0.030 -0.031
C 3.63601 -0.17712 0.31166 0.124 -0.004 0.206
C 2.83892 0.43926 -0.69989 -0.082 -0.158 -0.158
N 3.23975 -1.54324 0.69148 0.013 -0.186 -0.252
O 4.04147 -2.37324 0.97609 -0.085 0.079 0.062
O 1.99333 -1.74426 0.73038 0.091 0.044 0.029
H 3.43891 3.65331 0.27083 0.000 0.001 0.016
H 5.13386 2.49349 1.64747 0.011 0.008 0.017
H 4.97535 0.02211 1.95338 0.001 -0.006 0.004
H 2.66921 -0.06665 -1.64750 0.073 0.010 -0.054
C 3.37549 3.10916 4.46174 -0.022 -0.025 -0.005
Si 1.70100 2.26991 4.50911 0.072 0.010 0.042
C 1.67257 0.95610 5.83138 -0.014 -0.001 -0.020
C 0.34152 3.51962 4.74860 -0.015 -0.021 -0.040
C 1.45276 1.44773 2.87241 -0.006 -0.065 -0.018
C 1.26851 0.89433 1.80723 -0.115 0.073 0.019
H 3.55306 3.66498 5.38418 0.000 0.013 0.011
H 3.44260 3.81608 3.63212 -0.003 0.013 -0.005
H 4.18082 2.37724 4.36485 0.007 -0.012 -0.018
H 1.82416 1.39395 6.81982 0.004 0.013 0.004
H 2.45597 0.21357 5.66906 0.002 0.003 -0.002
H 0.71422 0.43479 5.83923 -0.010 -0.007 0.004
H 0.44350 4.03618 5.70464 0.016 -0.004 0.008
H -0.63421 3.03142 4.73249 -0.016 0.006 0.006
H 0.35469 4.26872 3.95522 -0.003 0.012 0.001
```
Forces are in eV/Å.



Record 3
# H5IP4

A structure of composition H5IP4 (wB97M-V/def2-TZVPD, the Open Molecules 2025 dataset).

Computed properties:
LUMO level (spin up / spin down) (eV): -1.71 / -2.60
HOMO (spin up / spin down) (eV): -8.64 / -8.20

Structure (XYZ):
```
10
Properties=species:S:1:pos:R:3:forces:R:3
P 0.87858 2.34063 0.22417 -0.923 0.448 0.031
P -0.95631 -2.35195 0.00348 1.665 0.024 1.153
P 1.14642 0.26456 -0.29994 -0.302 -1.430 -0.478
P -0.90494 -0.43779 -0.89277 0.947 1.731 -1.232
I 4.23741 -0.00304 0.18284 -0.584 0.009 -0.230
H 1.01372 2.62946 -1.13848 -0.859 0.178 -0.652
H 2.21387 2.57644 0.09339 1.505 0.052 0.736
H -1.10959 -1.60335 1.23448 -0.310 -0.847 -0.187
H -2.25610 -2.41722 -0.37903 -1.465 -0.207 0.011
H 0.99881 -0.43954 0.87867 0.326 0.041 0.848
```
Forces are in eV/Å.



Energy relative to the best compared isomer or geometry (same formula, charge and spin), record by record: 4743.0 0.0 0.0 kJ/mol